*A*
ORCA calculation (wB97M-V/def2-TZVPD) on 12 unconnected molecules or ions with the total composition H24O12.

The value obtained for the highest occupied orbital energy is -10.80 eV. As for the LUMO energy: -0.01 eV. As for the molar mass: 216.2 g mol⁻¹.

ORCA input file:
```
! wB97M-V def2-TZVPD RIJCOSX def2/J DEFGRID3
* xyz 0 1
O -0.30811 -0.06711 -0.19197
H 0.49789 -0.58811 -0.17797
H -0.21911 0.78589 0.19603
O 2.18589 1.28089 1.50203
H 2.40089 1.22889 0.55603
H 2.83589 0.67089 1.84303
O -2.70511 -0.51511 0.96603
H -2.75911 0.12089 1.65103
H -1.82411 -0.33711 0.60103
O -1.16711 2.16889 1.07603
H -1.38711 3.06189 1.41003
H -0.73311 1.78489 1.85003
O 2.55189 1.25089 -1.04797
H 2.37589 0.66789 -1.80497
H 3.52689 1.34589 -1.16297
O 0.04589 0.93389 3.07203
H 0.25689 1.41989 3.84603
H 0.82089 1.05989 2.52403
O -0.44911 -0.23611 -2.97697
H -0.61411 -0.17111 -2.04497
H -1.25811 -0.61611 -3.32697
O -0.47511 -3.01211 -1.79497
H 0.08989 -2.60011 -2.47997
H -1.14711 -2.40111 -1.60497
O 1.76489 -1.86911 -0.12997
H 1.46389 -2.23211 0.69103
H 1.73989 -2.55211 -0.83397
O -2.83711 -1.46511 -1.50197
H -2.92111 -0.94711 -0.67397
H -3.72211 -1.74811 -1.76497
O -3.29611 2.90289 -0.61697
H -3.27911 2.33689 -1.40597
H -2.63211 2.43489 -0.09697
O 4.00089 -1.09411 1.20903
H 3.25889 -1.30511 0.67203
H 3.91689 -1.69911 1.97403
*
```

*B*
ORCA calculation (wB97M-V/def2-TZVPD) on 12 unconnected molecules or ions with the total composition H24O12.

The value obtained for the highest occupied orbital energy is -9.95 eV. As for the LUMO energy: -0.67 eV. As for the molar mass: 216.2 g mol⁻¹.

ORCA input file:
```
! wB97M-V def2-TZVPD RIJCOSX def2/J DEFGRID3
* xyz 0 1
O -0.30619 0.21210 0.07061
H 0.16098 0.66599 0.90586
H 0.26181 0.21500 -0.66971
O 0.94047 2.55673 0.01235
H 0.54951 2.93116 0.89086
H 0.08076 2.45322 -0.49993
O 1.29421 -2.12080 2.77435
H 1.52039 -1.24184 2.49284
H 1.11300 -2.84704 2.02117
O -2.23865 0.84254 2.28335
H -1.75305 1.26956 3.09627
H -1.60909 0.10964 2.06559
O 0.12622 -2.85633 -1.55403
H 0.91848 -2.99351 -1.99324
H -0.22955 -2.11510 -2.04790
O 1.86253 0.65563 2.40860
H 2.41565 1.08479 1.79628
H 2.40003 0.85651 3.19932
O 1.14186 0.00603 -2.54430
H 1.19685 0.19350 -3.48920
H 1.73492 -0.45057 -2.15454
O -1.54289 -2.94138 0.74063
H -0.92883 -2.38511 0.43124
H -1.72744 -2.53256 1.71516
O -2.23116 3.38753 1.02324
H -2.48202 3.59314 1.91783
H -1.99208 2.54992 1.19231
O -1.16636 -1.02927 -3.22184
H -1.11033 -1.57363 -3.94389
H -0.45777 -0.57853 -3.19090
O -3.06381 -0.10800 -1.49677
H -2.38795 -0.60641 -2.10435
H -2.37555 0.32465 -1.01925
O 3.37779 0.63742 -0.02038
H 3.14274 0.23560 -0.75682
H 3.36452 1.59943 -0.33080
*
```

*C*
ORCA calculation (wB97M-V/def2-TZVPD) on 12 unconnected molecules or ions with the total composition H24O12.

The value obtained for the highest occupied orbital energy is -11.40 eV. As for the LUMO energy: -0.02 eV. As for the molar mass: 216.2 g mol⁻¹.

ORCA input file:
```
! wB97M-V def2-TZVPD RIJCOSX def2/J DEFGRID3
* xyz 0 1
O 3.75500 -2.80215 -3.49811
H 4.52532 -2.39167 -3.10524
H 3.07009 -2.13641 -3.43547
O -0.00067 0.04365 -1.15704
H 0.68397 0.59728 -0.78156
H 0.06533 -0.78029 -0.67433
O -4.14528 3.00475 1.05398
H -3.54446 2.71563 0.36721
H -3.60556 3.54081 1.63498
O -1.24948 -4.25491 -4.02235
H -0.47188 -4.31076 -4.57773
H -1.84949 -3.68712 -4.50591
O -2.60428 -6.38406 -0.40147
H -2.90981 -7.24605 -0.68407
H -2.24621 -5.98459 -1.19421
O -1.54875 0.89231 4.42065
H -1.94049 0.14270 3.97248
H -2.06421 0.98945 5.22133
O 2.57377 -0.01128 3.09442
H 2.94622 -0.57647 3.77123
H 1.75647 0.31129 3.47414
O 6.19964 2.16733 2.09270
H 6.59741 2.29270 2.95427
H 5.30850 1.87257 2.28037
O -2.97994 0.88544 -4.70200
H -2.23872 1.10101 -5.26801
H -2.59468 0.77868 -3.83228
O 2.31874 4.57338 -1.91964
H 1.60973 4.93827 -2.44916
H 3.06233 4.51774 -2.51981
O 0.46602 4.94016 2.93276
H 0.43655 3.98801 3.02639
H 0.90725 5.08547 2.09584
O -3.26179 -2.66494 2.33568
H -4.05712 -2.58312 1.80938
H -2.96952 -3.56480 2.19058
*
```

*D*
ORCA calculation (wB97M-V/def2-TZVPD) on a molecular structure, H24O12.

The value obtained for the highest occupied orbital energy is -9.95 eV. As for the LUMO energy: -0.25 eV. As for the molar mass: 216.2 g mol⁻¹.

ORCA input file:
```
! wB97M-V def2-TZVPD RIJCOSX def2/J DEFGRID3
* xyz 0 1
O 4.37989 -8.45115 -3.59769
H 4.01504 -9.02740 -2.89069
H 4.21413 -8.92873 -4.58458
O 6.84835 -13.11664 0.68385
H 7.18192 -12.23118 0.50717
H 6.29467 -13.10155 1.55176
O 7.94992 -10.49762 0.13009
H 8.28961 -10.57313 -0.84139
H 7.76811 -9.57285 0.20208
O 3.54218 -12.50242 -0.37589
H 3.19906 -12.89458 0.51450
H 3.68798 -11.83074 0.06555
O 8.35781 -11.67396 -2.01412
H 7.34937 -11.88756 -1.80787
H 8.10887 -11.29531 -2.76264
O 4.85199 -6.90790 -0.97829
H 5.20364 -6.58129 -1.79104
H 4.37872 -6.18369 -0.55802
O 4.64290 -10.65908 2.88257
H 4.30860 -10.46302 1.91102
H 5.28185 -11.34520 2.87727
O 7.11285 -7.83814 0.22204
H 6.21955 -7.58736 -0.13496
H 7.56613 -7.29643 -0.41574
O 4.96871 -10.12726 0.17983
H 4.37205 -9.75413 -0.38180
H 5.54933 -10.60774 -0.47504
O 3.43062 -11.19189 -3.14649
H 3.09033 -11.26157 -2.14638
H 3.26173 -11.80864 -3.69904
O 3.09543 -8.41943 -1.20271
H 3.12124 -8.33416 -0.25927
H 3.49386 -7.63989 -1.51423
O 6.17588 -11.63464 -1.92801
H 5.42869 -11.52557 -2.49447
H 6.13383 -12.54988 -1.61883
*
```

Which of them is most stable? Easy: *A*.

*A*
ORCA calculation (wB97M-V/def2-TZVPD) on 12 unconnected molecules or ions with the total composition H24O12.

The value obtained for the highest occupied orbital energy is -10.06 eV. As for the LUMO energy: -0.07 eV. As for the molar mass: 216.2 g mol⁻¹.

ORCA input file:
```
! wB97M-V def2-TZVPD RIJCOSX def2/J DEFGRID3
* xyz 0 1
O -3.63000 21.95700 -9.37000
H -3.62700 22.52800 -8.57400
H -4.00100 22.59300 -9.94900
O -0.91800 23.16100 -7.95100
H -0.71200 23.89000 -8.45500
H -0.15200 22.83800 -7.50700
O -4.69900 25.73000 -6.74600
H -4.63300 24.81300 -6.98800
H -3.79800 25.97600 -6.49700
O -1.77100 22.60600 -11.40700
H -2.38000 23.19200 -10.99800
H -2.30200 21.75200 -11.46200
O -3.61800 23.22400 -7.01500
H -3.87100 22.89100 -6.19500
H -2.62500 23.26200 -7.09600
O -3.17100 24.56700 -12.86700
H -2.48100 25.22200 -13.02500
H -3.41000 24.63700 -11.94700
O -3.50600 24.57600 -10.31500
H -4.35300 24.78800 -9.95100
H -2.86700 25.17900 -9.92100
O -3.64700 20.08000 -6.49500
H -3.04400 20.12200 -7.21400
H -3.86500 19.11800 -6.40600
O -1.90300 19.96300 -8.88500
H -1.75000 19.44400 -9.68800
H -2.50000 20.68000 -9.20000
O -5.95300 24.58600 -9.13500
H -6.74800 25.17800 -9.03400
H -6.25100 23.86200 -9.69400
O -6.34200 22.63700 -10.90800
H -7.24600 22.41800 -10.77300
H -6.19000 22.36000 -11.77700
O -5.90600 20.40700 -8.98400
H -5.36500 21.22800 -8.88500
H -6.01900 20.21200 -9.96000
*
```

*B*
ORCA calculation (wB97M-V/def2-TZVPD) on 12 unconnected molecules or ions with the total composition H24O12.

The value obtained for the highest occupied orbital energy is -10.36 eV. As for the LUMO energy: -0.12 eV. As for the molar mass: 216.2 g mol⁻¹.

ORCA input file:
```
! wB97M-V def2-TZVPD RIJCOSX def2/J DEFGRID3
* xyz 0 1
O -0.14813 0.05305 -0.51400
H -0.19353 -0.89967 -0.59455
H -0.21053 0.21760 0.42687
O 1.68694 2.96457 1.90319
H 1.20002 3.72107 1.57630
H 1.41855 2.24260 1.33490
O 1.90479 -3.50223 -0.58546
H 1.02839 -3.22592 -0.31747
H 2.38283 -3.61430 0.23622
O -0.69214 0.46883 2.12981
H -1.26728 -0.23559 2.42854
H -1.28506 1.19101 1.92220
O 2.97179 -0.34800 0.55285
H 3.50444 0.44067 0.45039
H 2.48071 -0.41402 -0.26613
O -2.12140 2.38008 0.75697
H -1.34452 2.77198 0.35808
H -2.81780 2.52175 0.11575
O 0.37606 3.23096 -0.70567
H 0.89324 3.93902 -1.08959
H 0.25461 2.60714 -1.42144
O 1.45513 -1.09094 2.76018
H 0.63936 -0.59284 2.70893
H 2.00380 -0.72494 2.06647
O -0.68441 -2.62494 -0.28851
H -1.16967 -2.88694 0.49385
H -0.94688 -3.25787 -0.95689
O -2.25874 0.21096 -2.87712
H -1.84608 0.47115 -3.70068
H -1.56779 0.30691 -2.22166
O 1.98772 -1.76128 -3.28987
H 1.85565 -2.60019 -3.73150
H 1.60412 -1.88418 -2.42156
O -3.75169 -0.40170 0.83132
H -4.32887 0.16828 1.33947
H -3.01365 0.15794 0.58980
*
```

Which of them is most stable? Easy: *B*.

*A*
ORCA calculation (wB97M-V/def2-TZVPD) on 12 unconnected molecules or ions with the total composition H24O12.

The value obtained for the highest occupied orbital energy is -10.92 eV. As for the LUMO energy: -0.64 eV. As for the molar mass: 216.2 g mol⁻¹.

ORCA input file:
```
! wB97M-V def2-TZVPD RIJCOSX def2/J DEFGRID3
* xyz 0 1
H 0.51913 -1.27095 0.08432
H -0.43248 -0.27495 -0.55790
H -0.50222 -0.05102 -3.55057
H -1.37111 1.06078 -4.11535
H 3.29773 -0.00899 3.34776
H 2.49216 -0.42407 2.12759
H 3.38981 -3.38980 -1.10366
H 3.97591 -3.24214 -2.49819
H 0.80347 1.45847 2.59499
H 0.72820 2.97285 2.48998
H -3.64104 -1.97992 1.17237
H -2.85229 -3.20997 0.75417
H 0.40495 -4.80037 2.02300
H 1.39844 -5.75111 1.37561
H -0.14308 3.82516 0.55465
H -0.38914 3.37444 -0.87586
H 1.44634 3.06812 -1.14956
H 2.47081 2.66896 -0.10019
H 1.12156 -1.33432 -1.80411
H 1.83760 -0.55390 -0.71404
H -3.61098 1.26484 1.89590
H -3.12431 1.82339 0.56879
H -3.00678 2.84916 -2.20075
H -4.13087 3.59437 -1.49994
O -0.36774 -0.90337 0.17003
O -1.22817 0.10884 -4.16411
O 2.51388 -0.50592 3.08771
O 3.50195 -3.86439 -1.93503
O 1.11522 2.26605 3.01880
O -3.05371 -2.66050 1.52000
O 1.21977 -5.28399 2.19954
O -0.31551 3.03880 0.02465
O 1.75399 2.31223 -0.63676
O 1.80217 -0.66500 -1.67080
O -3.90880 1.76131 1.12531
O -3.71485 2.72690 -1.55834
*
```

*B*
ORCA calculation (wB97M-V/def2-TZVPD) on 12 unconnected molecules or ions with the total composition H24O12.

The value obtained for the highest occupied orbital energy is -10.87 eV. As for the LUMO energy: 0.02 eV. As for the molar mass: 216.2 g mol⁻¹.

ORCA input file:
```
! wB97M-V def2-TZVPD RIJCOSX def2/J DEFGRID3
* xyz 0 1
O -2.60280 -1.88130 -3.04903
H -1.74108 -1.47562 -3.09906
H -3.36505 -1.31412 -2.95403
O 0.91843 1.85163 1.23202
H 1.37660 1.00546 1.26877
H 1.55917 2.58245 1.08099
O 0.35800 -2.16790 3.66500
H -0.00976 -2.81230 4.26616
H -0.20170 -1.38561 3.80331
O 2.15262 4.19294 0.66571
H 2.05648 3.71584 -0.16248
H 1.39236 4.70729 0.94379
O -0.40259 1.78332 -3.79552
H -1.02446 2.50641 -3.63894
H -0.64936 1.69221 -4.72856
O -0.90266 0.38555 2.60272
H -0.02218 0.81959 2.61631
H -0.78270 0.02194 1.71342
O 0.50511 -2.73004 -2.55626
H 0.41571 -1.81008 -2.80738
H -0.37251 -3.12117 -2.56010
O -1.60401 -3.87638 -1.00129
H -1.69156 -2.92149 -0.94950
H -1.87577 -4.24458 -0.17508
O 0.01554 -0.22068 -1.40685
H 0.50095 -0.82426 -0.83103
H -0.67140 0.09750 -0.83608
O 1.54560 -1.52118 1.43047
H 1.50968 -1.91561 2.32862
H 2.13896 -2.08814 0.93032
O 1.58996 3.26275 -2.76046
H 1.19746 2.49409 -2.33931
H 1.72166 3.06515 -3.68291
O -1.48012 0.74848 5.13495
H -1.80726 0.70348 4.21329
H -1.01372 1.59060 5.08829
*
```

*C*
ORCA calculation (wB97M-V/def2-TZVPD) on 12 unconnected molecules or ions with the total composition H24O12.

The value obtained for the highest occupied orbital energy is -8.95 eV. As for the LUMO energy: -0.08 eV. As for the molar mass: 216.2 g mol⁻¹.

ORCA input file:
```
! wB97M-V def2-TZVPD RIJCOSX def2/J DEFGRID3
* xyz 0 1
H -0.92620 0.08518 0.56419
H -0.02602 -0.48996 -0.51697
H -3.64439 -2.72230 -1.02274
H -4.62542 -3.34636 -2.00159
H -2.94343 -0.30723 -0.15450
H -4.27351 -0.90892 0.26845
H -1.60355 -0.11417 3.77592
H -0.87445 -0.83860 2.65626
H 2.60324 -2.87176 0.22269
H 2.58263 -1.38674 0.54569
H 3.35373 0.79894 2.64533
H 3.66564 -0.68660 2.56839
H 3.92517 2.93252 -0.99776
H 2.71778 2.18914 -0.45036
H 0.32236 1.34153 -1.64498
H 0.91172 -0.00430 -2.03412
H 3.80971 -1.25109 -2.12891
H 4.03520 -2.65024 -1.57976
H -1.02927 4.62685 -0.97882
H -0.78648 3.90766 0.33794
H -1.74356 -2.03179 0.08787
H -1.05918 -2.52898 1.35059
H -4.64333 3.45093 0.30246
H -3.35459 2.76157 -0.11465
O -0.03598 0.15297 0.20103
O -3.75605 -3.48025 -1.60757
O -3.57898 -0.99084 -0.39480
O -1.41987 -0.06340 2.83111
O 3.02236 -2.21043 0.78480
O 3.38241 0.05944 2.02783
O 2.96704 2.87194 -1.08332
O 1.00811 0.71163 -1.39605
O 4.46976 -1.79657 -1.68644
O -0.37844 4.08659 -0.51674
O -0.93549 -1.93238 0.60375
O -4.29411 2.59688 0.02382
*
```

Which of them is most stable? Easy: *B*.